Density functional theory data (ωB97M-V with the def2-TZVPD basis set) for C24H32N2O3 in the gas phase.

Structure (XYZ):
```
61
Properties=species:S:1:pos:R:3:lowdin_charge:R:1
O -1.744 0.218 3.452 -0.09
O -1.261 4.168 -2.430 0.07
O -0.820 -2.126 0.010 -0.07
N -1.055 1.921 -2.246 0.07
N 1.608 0.227 0.701 -0.13
C -0.828 0.756 4.376 -0.09
C 2.768 -4.170 0.453 -0.09
C 0.345 -2.834 0.103 -0.22
C -1.588 -2.307 -2.309 -0.05
C 0.869 0.352 -0.538 -0.16
C 0.566 -4.069 -0.496 -0.02
C 2.548 -2.943 1.056 -0.05
C -2.761 2.249 -0.031 -0.25
C 1.163 -0.896 1.517 -0.13
C 0.364 1.857 -2.505 -0.14
C 2.672 1.794 -1.476 -0.17
C -3.036 2.931 -1.343 -0.05
C -1.547 2.214 2.059 0.00
C 3.037 0.244 0.453 -0.20
C 1.772 -4.728 -0.323 -0.09
C -1.911 2.851 0.887 -0.03
C -2.910 0.340 1.431 -0.01
C 1.172 1.694 -1.209 -0.28
C 3.429 1.581 -0.170 -0.17
C -2.041 0.944 2.339 -0.29
C -3.256 0.982 0.260 -0.05
C -1.860 -2.574 -0.830 -0.24
C 1.356 -2.258 0.891 -0.13
C -1.699 3.100 -2.065 -0.51
H -1.518 3.835 0.674 0.13
H 1.720 -0.851 2.458 0.12
H -3.292 -0.641 1.666 0.12
H 1.116 -0.462 -1.245 0.14
H 0.102 -0.746 1.726 0.11
H -0.708 -0.005 5.146 0.10
H -0.196 -4.539 -1.098 0.10
H 3.707 -4.685 0.593 0.10
H 3.177 2.382 0.527 0.12
H 0.637 2.794 -2.997 0.13
H -3.467 3.922 -1.194 0.13
H -0.191 0.282 -0.287 0.11
H 3.554 0.117 1.408 0.12
H 2.914 2.769 -1.901 0.12
H -1.426 -1.244 -2.473 0.06
H 0.881 2.493 -0.520 0.15
H 2.964 1.027 -2.198 0.12
H 3.318 -2.507 1.676 0.11
H -2.439 -2.629 -2.902 0.08
H 1.924 -5.685 -0.800 0.10
H -1.212 1.674 4.833 0.10
H -3.924 0.495 -0.438 0.11
H 4.506 1.601 -0.345 0.11
H 0.568 1.024 -3.185 0.13
H 0.140 0.956 3.907 0.09
H 3.349 -0.576 -0.219 0.13
H -1.458 1.110 -1.801 0.11
H -3.716 2.339 -1.957 0.12
H -0.875 2.712 2.739 0.11
H -0.703 -2.842 -2.644 0.07
H -2.071 -3.637 -0.660 0.12
H -2.732 -1.998 -0.506 0.11
```

Summary:
Lowest unoccupied orbital energy   0.730 eV
Frontier orbital gap   9.1 eV
DFT total energy   -34530.6526 eV
E_HOMO   -0.3062 Ha
SMILES string   CCOc1ccccc1CN1CCC[C@@H](CNC(=O)Cc2ccc(OC)cc2)C1
Charge   0
Energy above the lowest of the compared OMol25 structures with the same formula, charge and spin   24.4 kcal/mol